Below is a molecular structure, C38H34N4O12PSW, with properties calculated with wB97M-V/def2-TZVPD.

Structure (ORCA input):
```
! wB97M-V def2-TZVPD RIJCOSX def2/J DEFGRID3
* xyz 1 1
W -0.362 -0.471 1.246
C 1.157 4.038 -4.526
O -0.232 3.635 -4.461
C -0.533 2.414 -4.225
C -1.962 2.028 -4.255
C -2.729 0.449 -2.931
C -2.036 -0.216 -1.803
C -2.702 -0.776 -0.753
C -4.135 -1.230 -0.865
O -2.211 -0.970 0.437
C -0.665 0.400 -1.630
O 0.179 -0.197 -0.683
C 0.366 1.338 -4.069
H 1.147 5.121 -4.512
H 1.591 3.678 -5.456
H 1.700 3.646 -3.670
H -2.479 2.574 -5.043
H -3.756 0.118 -3.052
H -4.413 -1.514 -1.878
H -4.802 -0.435 -0.523
H -4.280 -2.084 -0.206
H 1.392 1.418 -4.394
O 0.821 -0.027 4.157
N 0.944 0.460 2.880
C 1.835 1.363 2.795
C 2.277 2.032 1.562
C 3.611 2.439 1.533
C 4.153 3.052 0.415
C 3.355 3.286 -0.695
C 2.016 2.921 -0.661
C 1.462 2.308 0.455
P -0.316 1.901 0.548
C -0.998 3.436 1.250
C -1.838 3.430 2.358
C -2.337 4.624 2.864
C -1.999 5.829 2.271
C -1.154 5.845 1.167
C -0.653 4.658 0.664
C -0.942 1.819 -1.145
C 0.107 0.246 -2.951
C -0.523 0.038 -4.236
C -1.975 0.489 -4.300
C -2.669 2.044 -2.859
C -1.889 2.580 -1.700
H 0.067 -0.640 4.105
H 2.369 1.611 3.709
H 4.235 2.262 2.402
H 5.193 3.350 0.414
H 3.771 3.769 -1.570
H 1.370 3.126 -1.506
H -2.095 2.497 2.828
H -2.988 4.605 3.728
H -2.387 6.757 2.668
H -0.882 6.786 0.705
H 0.015 4.683 -0.189
H 1.044 -0.268 -2.778
H -0.143 -0.709 -4.918
H -2.498 0.036 -5.137
H -3.642 2.526 -2.924
H -2.196 3.514 -1.243
O -3.524 0.272 4.094
C -2.582 0.190 3.400
N -1.607 0.160 2.713
O -0.149 -2.578 0.525
C -0.249 -3.034 1.698
O -0.396 -2.211 2.639
C -0.176 -4.492 1.954
C -0.265 -4.981 3.251
C -0.186 -6.344 3.450
C -0.022 -7.243 2.414
C 0.067 -6.718 1.139
C -0.011 -5.364 0.885
N 0.263 -7.643 0.004
O 0.232 -8.829 0.241
O 0.410 -7.146 -1.094
N -0.274 -6.870 4.831
O -0.213 -8.070 4.970
O -0.369 -6.057 5.724
H -0.398 -4.312 4.089
H 0.036 -8.306 2.593
H 0.050 -4.989 -0.127
C 3.382 -3.027 0.469
S 2.483 -1.614 -0.157
C 3.874 -0.531 -0.449
O 1.839 -1.044 1.102
H 3.951 -2.730 1.349
H 4.035 -3.412 -0.314
H 2.640 -3.779 0.731
H 4.481 -0.952 -1.251
H 4.456 -0.422 0.465
H 3.465 0.432 -0.752
*
```

## Properties
Orbital gap (spin up / spin down)   5.4839 / 5.4830 eV

These are the Mulliken partial charges, in e, on atoms 1 to 8: atom 1 (W): 1.755, atom 2 (C): -0.625, atom 3 (O): -0.393, atom 4 (C): 0.100, atom 5 (C): 0.165, atom 6 (C): -0.509, atom 7 (C): -0.711, atom 8 (C): 0.201

=====

Below is a molecular structure, C38H34N6O3PbS3Te at a distorted geometry, with properties calculated with wB97M-V/def2-TZVPD.

Structure (ORCA input):
```
! wB97M-V def2-TZVPD RIJCOSX def2/J DEFGRID3
* xyz 0 1
Pb -2.187 -0.410 -0.693
N 0.030 -3.538 6.939
C -0.675 -3.352 5.803
C -0.142 -3.693 4.543
C -0.782 -3.343 3.390
C -2.008 -2.706 3.473
C -2.574 -2.327 4.680
C -1.845 -2.515 5.832
S -3.053 -2.475 2.078
O -2.620 -3.349 1.018
O -4.387 -2.637 2.675
N -2.830 -0.993 1.480
C -2.941 0.177 2.135
N -2.430 1.152 1.360
C -2.411 2.393 1.959
C -2.967 2.633 3.204
C -3.448 1.503 3.846
N -3.508 0.263 3.337
H 0.824 -4.232 6.942
H -0.261 -3.058 7.768
H 0.795 -4.206 4.461
H -0.323 -3.488 2.388
H -3.552 -1.890 4.839
H -2.199 -1.966 6.676
H -2.046 3.216 1.299
H -3.013 3.672 3.517
H -4.005 1.544 4.738
C 2.685 1.640 3.439
C 3.284 1.978 2.026
C 2.537 3.209 1.466
C 4.822 2.259 2.128
C 2.957 0.748 1.199
C 3.853 -0.244 1.191
C 3.568 -1.446 0.561
C 2.427 -1.560 -0.122
S 1.943 -2.904 -1.106
C 0.443 -2.044 -1.354
N 0.210 -1.058 -0.536
C 1.409 -0.604 0.076
C 1.650 0.569 0.705
C -0.638 -2.646 -2.173
C -0.284 -3.452 -3.239
C -1.274 -4.112 -4.030
C -2.621 -3.998 -3.634
C -2.965 -3.210 -2.522
C -1.991 -2.499 -1.839
H 3.002 2.416 4.137
H 3.093 0.722 3.946
H 1.605 1.567 3.396
H 2.872 4.075 1.970
H 1.411 3.102 1.507
H 2.859 3.388 0.385
H 5.016 3.225 2.631
H 5.260 2.295 1.090
H 5.375 1.477 2.670
H 4.840 -0.168 1.643
H 4.205 -2.355 0.598
H 0.855 1.343 0.882
H 0.808 -3.690 -3.428
H -0.950 -4.784 -4.854
H -3.389 -4.543 -4.172
H -4.002 -3.099 -2.217
O -2.161 1.664 -2.986
N -2.612 0.909 -4.015
C -3.927 0.424 -3.917
C -4.350 -0.540 -4.853
C -3.490 -0.930 -5.871
C -2.165 -0.438 -5.918
C -1.712 0.416 -4.900
S -0.125 1.107 -4.977
H -4.527 0.637 -3.077
H -5.383 -0.958 -4.736
H -3.800 -1.625 -6.681
H -1.446 -0.707 -6.707
Te -0.311 3.010 -3.393
C 1.725 3.550 -3.510
C 2.812 2.825 -2.936
C 4.070 3.345 -2.980
C 4.293 4.606 -3.571
C 3.270 5.214 -4.342
C 1.998 4.625 -4.314
H 2.578 1.837 -2.527
H 4.963 2.802 -2.624
H 5.307 5.052 -3.438
H 3.455 6.143 -4.933
H 1.222 5.059 -4.902
*
```

## Properties
Orbital gap   6.8694 eV

These are the Mulliken partial charges, in e, on atoms 1 to 8: atom 1 (Pb): 1.295, atom 2 (N): -0.501, atom 3 (C): 0.897, atom 4 (C): -0.736, atom 5 (C): -0.222, atom 6 (C): -0.263, atom 7 (C): -0.524, atom 8 (C): -0.638

=====

Below is a molecular structure, C38H34N8O4RbS3 at a distorted geometry, with properties calculated with wB97M-V/def2-TZVPD.

Structure (ORCA input):
```
! wB97M-V def2-TZVPD RIJCOSX def2/J DEFGRID3
* xyz -1 1
Rb -0.072 -0.009 -0.406
O -6.015 -0.048 0.697
C -5.567 1.036 1.356
C -6.510 1.899 1.920
C -6.105 3.010 2.639
C -4.750 3.283 2.811
C -3.817 2.430 2.243
C -4.198 1.309 1.508
C -3.112 0.463 0.899
O -1.919 0.804 1.050
N -3.585 -0.620 0.266
N -2.645 -1.425 -0.365
C -2.941 -2.653 -0.362
S -1.939 -3.829 -1.220
C -2.631 -5.250 -0.343
C -4.120 -4.999 -0.203
S -4.359 -3.330 0.471
H -5.192 -0.565 0.454
H -7.559 1.665 1.783
H -6.853 3.668 3.068
H -4.428 4.151 3.374
H -2.754 2.615 2.340
H -2.155 -5.330 0.632
H -2.410 -6.143 -0.930
H -4.585 -5.710 0.482
H -4.609 -5.065 -1.173
O 5.380 -5.637 2.812
N 4.566 -4.819 3.180
O 4.388 -4.530 4.342
C 3.750 -4.123 2.150
C 3.979 -4.502 0.885
C 3.286 -3.907 -0.208
C 3.566 -4.253 -1.540
C 2.915 -3.602 -2.548
C 1.991 -2.599 -2.204
N 1.693 -2.277 -0.967
C 2.320 -2.928 0.033
C 2.007 -2.576 1.412
N 0.993 -1.712 1.597
C 0.703 -1.313 2.812
C 1.443 -1.717 3.931
C 2.453 -2.624 3.769
C 2.754 -3.118 2.479
H 4.721 -5.266 0.700
H 4.304 -5.021 -1.745
H 3.110 -3.826 -3.589
H 1.491 -2.028 -2.984
H -0.145 -0.638 2.907
H 1.209 -1.320 4.909
H 3.021 -2.956 4.619
C 3.057 3.660 2.849
N 2.280 2.484 2.517
C 0.930 2.856 2.111
C 2.965 1.618 1.539
C 3.183 2.185 0.146
C 4.389 2.853 -0.111
C 4.639 3.400 -1.365
C 3.675 3.273 -2.358
C 2.476 2.605 -2.081
C 2.167 2.031 -0.828
H 2.562 4.205 3.659
H 3.183 4.351 2.000
H 4.052 3.362 3.194
H 0.431 3.353 2.951
H 0.356 1.968 1.846
H 0.910 3.524 1.242
H 2.366 0.703 1.465
H 3.932 1.349 1.987
H 5.150 2.943 0.668
H 5.576 3.913 -1.564
H 3.865 3.691 -3.347
H 1.752 2.536 -2.898
N -1.375 -1.475 -4.099
C -1.452 -0.102 -4.135
N -1.149 0.654 -3.148
C -1.338 1.997 -3.468
C -1.103 3.066 -2.608
C -1.344 4.349 -3.066
C -1.811 4.581 -4.362
C -2.041 3.525 -5.230
C -1.795 2.240 -4.768
S -1.984 0.719 -5.602
H -1.368 -1.861 -3.167
H -1.940 -1.983 -4.756
H -0.714 2.881 -1.613
H -1.158 5.189 -2.406
H -1.991 5.596 -4.696
H -2.400 3.698 -6.238
*
```

## Properties
Orbital gap   3.9964 eV

These are the Mulliken partial charges, in e, on atoms 1 to 8: atom 1 (Rb): 0.818, atom 2 (O): -0.731, atom 3 (C): 0.577, atom 4 (C): -0.667, atom 5 (C): -0.244, atom 6 (C): -0.887, atom 7 (C): -0.519, atom 8 (C): 0.181

=====

Taking the records one at a time from the top gives relative energy (zero: lowest compared OMol25 entry of this formula, charge and spin) values of 228.1, 423.4, 0.0 kJ/mol.